Record 1
Density functional theory data (the ωB97M-V functional and the def2-TZVPD basis) for a molecular structure, C10H8BBeClF4N2O4Se2.

Values from the calculation:
ΔE to the lowest compared entry with this formula, charge and spin	10.08	kcal/mol
E_LUMO	-0.93	eV
largest force on an atom	1.0	eV/A

Structure (XYZ):
```
33
Properties=species:S:1:pos:R:3:forces:R:3:nbo_charge:R:1
Be -0.1316 -0.6458 0.1410 -0.2 0.0 0.1 1.69
Se -0.6450 0.1573 -2.8546 -0.4 -0.3 -0.2 0.22
Se 0.8696 1.7558 -2.2886 0.2 0.5 0.0 0.24
C 2.0092 0.8129 -1.0832 0.1 -0.2 0.1 0.07
C 3.3191 1.2676 -0.9942 -0.2 0.0 -0.1 -0.28
C 4.1805 0.6578 -0.1048 -0.1 -0.1 0.1 -0.11
C 3.7215 -0.4295 0.6259 0.1 0.0 0.0 -0.24
C 2.4159 -0.8345 0.4666 0.1 -0.1 0.0 0.08
N 1.5555 -0.2099 -0.3568 -0.3 0.4 0.1 -0.67
C -1.9894 0.5141 -1.5170 0.2 0.1 -0.1 0.05
C -3.0676 1.3399 -1.7746 0.0 -0.1 0.0 -0.25
C -3.9751 1.5748 -0.7523 0.1 -0.1 0.1 -0.12
C -3.8039 0.9187 0.4560 -0.1 0.0 -0.1 -0.23
C -2.6990 0.1073 0.6287 -0.1 0.0 0.1 0.09
N -1.7857 -0.0623 -0.3311 0.4 0.3 0.0 -0.63
H 3.6333 2.0869 -1.6261 0.1 0.0 0.0 0.24
H 5.1922 1.0181 0.0159 0.0 0.0 0.0 0.23
H 4.3622 -0.9494 1.3213 0.0 0.0 0.0 0.24
H 2.0206 -1.6741 1.0231 0.0 0.0 0.0 0.24
H -3.1751 1.7949 -2.7478 0.0 0.0 0.0 0.24
H -4.7925 2.2677 -0.8952 -0.1 -0.1 0.0 0.23
H -4.5038 1.0497 1.2671 0.0 0.0 0.0 0.24
H -2.5113 -0.3967 1.5655 0.0 0.0 0.0 0.24
O -0.9495 1.5777 2.9637 -0.4 -0.1 0.5 -0.80
Cl 0.0586 1.2304 2.0413 0.1 1.0 0.1 2.57
O 1.3630 1.4505 2.5325 0.5 -0.1 0.3 -0.80
O -0.0811 -0.2351 1.7635 -0.2 -0.7 -0.4 -1.01
O -0.1339 1.9233 0.8025 -0.1 -0.1 -0.4 -0.86
F -0.1901 -2.1313 -0.0634 -0.1 -0.3 0.0 -0.72
B -0.0864 -3.7683 -0.0580 0.1 0.0 0.0 1.40
F -1.3842 -4.1439 0.0009 -0.1 0.0 0.0 -0.53
F 0.5504 -4.0274 -1.2259 0.0 0.0 -0.1 -0.53
F 0.6537 -3.9969 1.0580 0.1 0.0 0.1 -0.54
```
Positions in Å, forces in eV/Å.

---

Record 2
Density functional theory data (the ωB97M-V functional and the def2-TZVPD basis) for a molecular structure, C10H8BF9IMgN2O4P.

Values from the calculation:
E_LUMO	-11.67	eV
total charge	+2
largest force on an atom	3.0	eV/A

Structure (XYZ):
```
37
Properties=species:S:1:pos:R:3:forces:R:3:nbo_charge:R:1
N 1.8295 -1.0127 -0.5440 -1.4 0.2 -0.4 -0.35
C 0.6999 -0.7953 -0.6818 2.9 -0.7 0.1 0.32
C -0.6802 -0.4379 -0.6857 -0.6 -0.7 0.2 -0.38
C -1.2537 -0.7401 0.6949 0.0 0.6 0.1 -0.39
C -0.8662 0.3245 1.7097 0.1 -0.4 -0.1 -0.49
C 0.3268 -0.0993 2.5310 0.1 0.1 0.7 0.64
F -0.0675 -0.4943 3.7501 -0.5 -0.3 1.0 -0.31
F 1.0104 -1.1083 2.0234 0.7 -0.9 -0.4 -0.30
C 1.3325 1.0122 2.8254 -0.4 0.2 -1.3 0.62
F 0.7172 2.0117 3.3570 -0.4 1.0 0.6 -0.24
F 2.2382 0.5615 3.9364 1.0 0.1 -0.3 -0.52
C 2.1834 1.5418 1.6055 1.9 -0.5 1.3 0.55
F 2.5596 2.7745 1.9512 0.2 0.7 0.3 -0.29
F 1.4812 1.5954 0.5283 -1.3 0.2 -1.0 -0.24
C 3.5148 0.7507 1.2569 0.1 0.5 1.0 0.94
F 3.5160 -0.4811 1.6660 -0.1 -1.1 0.8 -0.28
F 3.8148 0.8240 0.0402 0.4 0.6 -1.7 -0.21
F 4.5949 1.3556 1.9886 -0.7 -0.2 1.0 -0.41
C -1.4644 -1.0710 -1.8755 -0.5 0.2 0.1 -0.09
C -0.5676 -1.6688 -2.8232 1.4 -1.0 -1.9 0.17
N 0.0705 -2.1486 -3.6637 -0.5 0.6 1.0 -0.21
O -2.2654 -0.1103 -2.4813 -0.2 -0.2 0.2 -0.71
B -1.6577 0.7973 -3.3444 -0.1 0.3 0.1 1.30
O -1.0805 1.8950 -2.7663 -0.3 0.0 0.5 -0.92
O -1.6591 0.6122 -4.6814 -0.3 -0.6 0.0 -0.89
P -2.5883 -2.5194 -1.2511 0.7 -0.5 0.4 0.97
O -3.8824 -1.6051 -1.0305 -0.5 0.0 0.1 -0.99
I -2.9913 -3.9027 -3.1742 -0.2 0.2 0.0 0.04
H -0.6733 0.6240 -0.8106 -0.4 0.8 -0.5 0.29
H -0.9559 -1.7067 1.0402 0.1 -0.7 0.1 0.25
H -2.3197 -0.7472 0.6528 -0.8 0.1 -0.2 0.26
H -1.6623 0.4610 2.4056 -0.6 0.1 0.7 0.28
H -0.7366 1.2752 1.2413 0.2 0.7 -0.4 0.24
H -1.2143 2.6405 -3.3506 0.5 0.5 -0.2 0.51
H -0.7680 0.6500 -5.0250 0.2 0.3 -0.6 0.51
H -4.6525 -1.9427 -1.4963 -0.5 0.2 -0.1 0.53
Mg 4.1171 0.8842 4.4811 -0.3 0.0 -1.0 1.78
```
Positions in Å, forces in eV/Å.

---

Record 3
Density functional theory data (the ωB97M-V functional and the def2-TZVPD basis) for C10H8BrNO2 in the gas phase.

Values from the calculation:
ΔE to the lowest compared entry with this formula, charge and spin	0.00	kcal/mol
E_LUMO	-0.34	eV
structure (SMILES)	Nc1ccc2c(c1Br)C(=O)C1(CC1)O2
largest force on an atom	5.2	eV/A

Structure (XYZ):
```
22
Properties=species:S:1:pos:R:3:forces:R:3:nbo_charge:R:1
O -0.1530 1.9801 1.6251 1.9 0.3 -0.7 -0.53
Br -3.0499 1.6643 0.2077 0.5 0.1 0.4 0.11
O 1.5989 -0.7268 0.0705 2.1 1.3 1.7 -0.44
C 0.3725 1.2082 0.8298 -0.3 -0.5 3.6 0.54
C -0.0768 -1.6012 -1.3095 -2.9 -0.7 -2.3 -0.24
C -1.4834 -1.5955 -1.7439 5.0 -0.7 1.3 -0.19
C -1.8191 0.3126 -0.2749 2.2 0.7 -0.6 -0.07
C 0.3780 -0.6479 -0.4235 -1.0 -1.1 -1.6 0.31
C -0.4008 0.4202 -0.0449 -2.7 -1.3 -1.2 -0.24
C -2.2840 -0.6996 -1.1161 -3.2 0.5 0.7 0.09
N -3.6695 -0.7573 -1.3074 -1.9 0.0 0.4 -0.83
C 2.7589 0.6290 2.0613 1.0 -1.3 0.1 -0.42
C 2.9906 1.3805 0.7566 -0.2 -1.8 0.8 -0.42
C 1.7722 0.4446 0.9156 0.1 1.7 -0.9 0.14
H 0.5627 -2.2885 -1.8593 0.2 0.0 0.7 0.23
H -1.7942 -2.3621 -2.4458 -0.3 0.3 0.1 0.23
H -4.1860 -1.6494 -1.4829 1.3 1.1 0.3 0.39
H -4.1927 -0.1369 -0.6454 0.6 -1.1 -1.1 0.39
H 3.6332 -0.1648 2.1661 -2.5 1.5 0.2 0.24
H 2.3876 1.1510 2.9895 0.5 -0.7 -1.2 0.25
H 3.8931 1.0379 0.2466 -0.6 0.2 -0.2 0.23
H 2.7620 2.4017 0.7850 -0.2 1.3 -0.4 0.22
```
Positions in Å, forces in eV/Å.

---

Record 4
Density functional theory data (the ωB97M-V functional and the def2-TZVPD basis) for C10H8Cl2N2O in the gas phase.

Values from the calculation:
ΔE to the lowest compared entry with this formula, charge and spin	69.95	kcal/mol
E_LUMO	-0.36	eV
structure (SMILES)	Cc1c(-c2ccccc2)n(Cl)n(Cl)c1=O
largest force on an atom	3.7	eV/A

Structure (XYZ):
```
23
Properties=species:S:1:pos:R:3:forces:R:3:nbo_charge:R:1
C -1.9525 1.8012 0.0610 0.3 -1.0 0.2 -0.18
C -1.6485 0.7311 -0.7747 1.3 1.2 -0.6 -0.22
C -1.0466 2.2777 0.9989 -1.6 0.9 -0.2 -0.21
C -0.3373 0.3402 -0.7626 0.7 -1.9 -0.8 -0.16
C 0.2290 1.8226 1.0516 1.5 1.1 2.7 -0.17
C 0.5546 0.8021 0.2311 2.1 -1.7 -2.5 -0.15
C 1.8937 0.1654 0.1806 1.6 0.6 0.9 0.24
C 2.2265 -1.1237 -0.0421 -0.5 2.3 0.7 -0.13
C 3.6939 -1.2456 0.1082 -0.4 -1.7 -1.6 0.61
C 1.4084 -2.2829 -0.4370 0.0 -2.5 0.7 -0.67
N 3.2415 1.0022 0.5393 -3.3 -1.2 -0.1 -0.21
N 4.1491 0.0272 0.2757 3.3 1.0 0.0 -0.26
O 4.3166 -2.2787 -0.0490 0.2 1.0 0.7 -0.57
Cl 3.2650 2.3811 -0.6167 0.2 -0.6 0.0 0.06
Cl 5.8923 0.3874 0.5465 -2.4 -0.5 -0.1 0.16
H -2.8916 2.2335 -0.0468 -1.6 0.8 0.2 0.21
H -2.1660 0.3776 -1.6533 -1.0 0.2 0.4 0.22
H -1.3564 3.0582 1.6775 -0.1 0.2 -0.1 0.22
H -0.0651 -0.3881 -1.6164 0.1 1.2 1.9 0.22
H 0.9472 2.2808 1.8329 -1.1 -1.1 -1.5 0.24
H 0.3793 -2.4887 0.0294 1.4 1.1 -0.8 0.25
H 2.0183 -3.1628 -0.0511 -0.7 0.8 -0.8 0.26
H 1.3974 -2.3438 -1.5508 -0.3 -0.2 0.8 0.24
```
Positions in Å, forces in eV/Å.

---

Record 5
Density functional theory data (the ωB97M-V functional and the def2-TZVPD basis) for a molecular structure, C10H8F18O19S6Zr.

Values from the calculation:
ΔE to the lowest compared entry with this formula, charge and spin	118.07	kcal/mol
E_LUMO	4.05	eV
total charge	-2
largest force on an atom	6.3	eV/A

Structure (XYZ):
```
62
Properties=species:S:1:pos:R:3:forces:R:3:nbo_charge:R:1
Zr -0.1623 -0.2723 0.2592 -1.0 2.4 -1.5 2.35
C -2.4942 2.4911 3.2132 -0.4 1.9 -2.6 0.75
F -3.5381 3.3171 3.3725 -0.2 0.9 -0.3 -0.34
F -1.6312 2.8452 4.1362 0.8 -0.5 0.8 -0.32
F -3.0040 1.3191 3.3503 0.0 -2.6 0.9 -0.31
S -1.8222 2.6492 1.4036 -1.5 3.7 -4.7 2.30
O -0.9409 1.5131 1.1010 0.6 -0.4 1.9 -1.03
O -2.9452 2.6281 0.4529 0.7 -0.5 3.3 -0.91
O -1.1367 3.9274 1.2691 -0.1 -1.2 2.3 -0.92
C -0.0659 2.3910 -3.8370 -1.4 -1.2 1.2 0.74
F 1.0837 1.7807 -3.8310 1.8 -0.6 -0.1 -0.32
F 0.1250 3.6349 -4.2756 -0.5 -0.3 0.0 -0.32
F -0.8338 1.6806 -4.7160 -0.1 0.9 0.1 -0.35
S -0.8059 2.3098 -2.0403 -1.4 5.1 0.7 2.34
O -0.2580 3.5157 -1.4467 0.8 -1.1 -0.9 -0.95
O -2.2286 2.4520 -2.1403 0.2 -1.5 -1.4 -0.92
O -0.3197 1.0950 -1.3941 0.5 -1.4 -1.1 -1.01
C 0.0996 0.0513 4.5786 1.8 1.1 -2.2 0.80
F 1.0848 -0.3011 5.4098 -0.5 -0.1 0.0 -0.31
F -1.0425 0.1375 5.1814 -0.5 -0.5 0.4 -0.28
F 0.4049 1.2660 4.0468 -0.1 -1.3 0.6 -0.30
S 0.1000 -1.1596 3.0666 -3.1 -3.6 -2.1 2.29
O -1.0231 -0.7670 2.1748 -3.3 -0.3 3.0 -0.98
O 1.0591 -0.8426 2.0397 5.5 0.4 0.5 -0.98
O 0.0686 -2.5783 3.4598 0.4 3.0 0.9 -0.89
C -5.0585 -1.1786 0.5615 1.5 3.8 -1.4 0.77
F -5.3810 -0.2029 1.4351 -0.1 -0.5 0.4 -0.34
F -4.6564 -2.2270 1.1787 0.7 -1.9 1.2 -0.32
F -6.1630 -1.4626 -0.1120 -0.2 -0.3 -0.5 -0.33
S -3.6833 -0.3158 -0.6636 -2.3 3.0 -2.3 2.32
O -3.8259 -1.1763 -1.8163 0.5 -1.1 0.2 -1.01
O -4.2293 1.0204 -0.9269 0.1 -2.8 1.2 -0.89
O -2.3051 -0.2531 -0.1325 -1.3 -1.0 1.0 -1.00
C -2.2304 -3.9187 -1.6433 1.1 1.4 0.6 0.86
F -3.1479 -3.6085 -0.7334 0.5 -0.3 -1.2 -0.27
F -1.9193 -5.2039 -1.4918 0.0 0.4 -0.4 -0.31
F -2.5346 -3.6334 -2.9119 -0.3 -0.5 1.3 -0.28
S -0.5939 -2.8388 -1.2448 2.9 4.0 1.5 2.24
O -0.5154 -2.3813 0.1549 -0.8 -4.2 4.6 -1.02
O 0.6201 -3.5705 -1.5541 -1.8 -0.7 -1.2 -0.91
O -0.6188 -1.3740 -1.6143 -0.7 -1.5 -5.5 -0.95
C 3.9651 2.2592 0.9527 -2.8 -2.0 0.0 0.75
F 3.7962 2.2996 2.2739 0.0 1.4 0.4 -0.33
F 4.7655 3.1864 0.5006 0.6 0.2 0.1 -0.30
F 4.4696 1.0202 0.8042 0.9 -0.1 -1.2 -0.35
S 2.2413 2.3497 0.0519 -3.1 2.4 -1.4 2.32
O 1.4638 1.1275 0.3913 1.9 0.9 1.8 -1.02
O 1.6055 3.5842 0.5040 2.1 -1.8 0.7 -0.90
O 2.4488 2.3228 -1.3802 1.8 -0.1 0.5 -0.97
C 3.9991 -2.1713 -0.9876 1.3 0.0 0.8 -0.41
C 3.5278 -1.7682 -2.3304 -0.8 0.0 -0.6 -0.43
C 2.4473 -0.7327 -2.0200 0.3 0.8 -1.7 -0.07
O 1.9092 -0.9553 -0.6981 1.5 -1.5 -0.9 -0.57
C 2.8623 -1.8136 -0.0309 0.3 -1.1 0.4 -0.07
H 4.9334 -1.6697 -0.7353 -0.1 0.6 0.1 0.19
H 4.3413 -3.2061 -0.9745 -0.7 -0.3 0.3 0.20
H 3.0908 -2.6130 -2.8629 0.1 0.0 -0.1 0.20
H 4.3544 -1.3502 -2.9050 -0.3 0.1 -0.3 0.21
H 1.6848 -0.7648 -2.7982 -0.5 0.0 0.5 0.22
H 2.9236 0.2431 -2.1152 -0.4 0.2 0.6 0.22
H 2.3736 -2.7659 0.1752 -0.4 0.3 0.6 0.20
H 3.2654 -1.3405 0.8645 -0.5 0.0 0.0 0.21
```
Positions in Å, forces in eV/Å.

---

Record 6
Density functional theory data (the ωB97M-V functional and the def2-TZVPD basis) for C10H8F3NO in the gas phase.

Values from the calculation:
ΔE to the lowest compared entry with this formula, charge and spin	30.47	kcal/mol
E_LUMO	0.57	eV
structure (SMILES)	C[C@]1(C(F)(F)F)N=Cc2ccc(O)cc21
largest force on an atom	4.2	eV/A

Structure (XYZ):
```
23
Properties=species:S:1:pos:R:3:forces:R:3:nbo_charge:R:1
C 0.2273 1.4350 -1.8982 0.2 -0.1 2.4 -0.15
C 0.3793 2.5504 -1.0793 -0.2 0.6 0.9 -0.29
C 0.0944 1.1473 0.8936 1.2 0.5 0.1 -0.26
C 0.0488 0.1896 -1.3252 0.0 0.7 -0.6 -0.12
C -0.0163 0.0856 0.0586 0.4 -2.2 -0.3 0.01
C 0.3081 2.4059 0.2909 -0.8 0.3 1.2 0.33
C 0.1391 -1.1425 -1.9856 -0.3 1.3 4.0 0.08
C -0.1674 -1.4134 0.4187 1.1 0.4 -3.5 0.02
C 0.8603 -2.1679 1.2461 0.8 2.5 -1.2 -0.61
C -1.6377 -1.5931 0.7917 -0.5 -2.3 0.7 0.96
N 0.0977 -2.0975 -1.1437 -1.2 0.3 1.7 -0.34
O 0.3267 3.5222 1.1199 0.0 -1.7 0.3 -0.67
F -2.4578 -0.7417 0.2254 -0.4 0.4 -1.4 -0.30
F -1.9854 -2.8782 0.4488 -0.2 0.9 0.2 -0.33
F -1.9790 -1.4684 2.1041 1.2 -0.2 0.1 -0.33
H 0.3843 1.4671 -2.8972 0.3 0.5 -3.1 0.21
H 0.5354 3.6176 -1.2804 0.0 -0.6 -1.2 0.21
H 0.3448 0.9027 1.9182 -0.6 0.7 0.3 0.23
H 0.3927 -1.2079 -2.9883 0.3 -0.7 -1.9 0.20
H 0.7261 -3.1870 1.1899 -0.5 -2.2 0.0 0.24
H 0.8382 -1.7935 2.2052 -0.5 0.4 2.6 0.22
H 1.9146 -1.9408 1.0056 -0.6 0.0 -0.8 0.23
H 0.6258 4.3087 0.6812 0.2 0.4 -0.6 0.48
```
Positions in Å, forces in eV/Å.

---

Number 1: HOMO-LUMO gap 0.3147 hartree, total energy -6498.59494 Eh. Number 2: HOMO-LUMO gap 0.0525 hartree, total energy -2558.53326 Eh. Number 3: HOMO-LUMO gap 0.2812 hartree, total energy -3165.02749 Eh. Number 4: HOMO-LUMO gap 0.3272 hartree, total energy -1490.85698 Eh. Number 5: HOMO-LUMO gap 0.2774 hartree, total energy -6049.38270 Eh. Number 6: HOMO-LUMO gap 0.3481 hartree, total energy -815.41321 Eh.